(1)
Formula: C7H13N3O
Source: the OMol25 dataset
Level of theory: ωB97M-V/def2-TZVPD

Geometry as XYZ:
```
24
C7H13N3O ωB97M-V/def2-TZVPD
C -0.33 1.47 0.55
C -1.16 0.92 1.75
C 1.01 0.86 0.38
C 2.08 1.29 -0.41
C 2.72 -0.32 0.94
N 1.43 -0.15 1.24
N 3.14 0.51 0.00
H -0.80 1.29 -0.42
H -0.14 2.56 0.59
H -0.66 0.19 2.37
H 2.17 2.20 -0.98
H 3.38 -0.97 1.49
H 3.97 0.34 -0.54
H -2.13 0.63 1.36
H -1.45 1.81 2.33
C -2.19 -1.38 -0.38
C -1.51 -1.01 -1.66
O -1.67 0.05 -2.22
N -0.58 -1.92 -2.11
H -1.48 -1.01 0.40
H -2.52 -2.36 -0.05
H -0.03 -1.52 -2.86
H -0.10 -2.59 -1.53
H -3.15 -0.89 -0.23
```

Computed properties:
- HOMO level (eV) = -8.42
- spin multiplicity = 1
- structure (SMILES) = CCc1c[nH]cn1.CC(N)=O
- LUMO (Ha) = 0.028

=====

(2)
Formula: C7H13N3O4
Source: the OMol25 dataset
Level of theory: ωB97M-V/def2-TZVPD

Geometry as XYZ:
```
27
C7H13N3O4 ωB97M-V/def2-TZVPD
C 1.37 0.35 -0.17
C 0.03 0.70 0.38
C 2.06 -0.74 0.80
C 3.41 -1.32 0.12
C -2.41 0.03 0.19
C -3.01 -1.35 -0.05
C -3.22 1.11 -0.67
H 1.78 2.23 -1.01
H 2.13 2.14 0.56
H 1.37 -0.16 -1.13
H 1.43 -1.58 0.92
H 2.14 -0.41 1.85
H 3.87 0.62 -0.20
H 5.14 -0.46 -0.82
H -0.61 -0.95 -0.60
H -2.56 0.13 1.33
H -4.36 0.87 -0.48
H -2.99 2.27 -0.33
H -3.14 0.77 -1.79
H -4.66 -0.67 0.78
N 2.17 1.57 -0.37
N 4.18 -0.37 -0.49
N -0.94 -0.15 -0.10
O -0.21 1.72 1.06
O 3.71 -2.50 0.23
O -2.46 -2.30 -0.57
O -4.22 -1.56 0.56
```

Computed properties:
- HOMO level (eV) = -9.54
- spin multiplicity = 1
- structure (SMILES) = C[C@H](NC(=O)[C@@H](N)CC(N)=O)C(=O)O
- LUMO (Ha) = 0.009

=====

(3)
Formula: C7H13N4
Source: the OMol25 dataset
Level of theory: ωB97M-V/def2-TZVPD

Geometry as XYZ:
```
24
C7H13N4 ωB97M-V/def2-TZVPD
C -2.79 1.02 -0.87
C -1.78 1.85 -0.32
C -2.39 -0.19 -1.42
C -0.40 1.63 -0.47
C -1.04 -0.56 -1.51
C -0.10 0.38 -1.04
C 1.39 0.09 -1.05
N 1.76 -1.33 -0.93
N 0.26 -1.24 2.12
N 1.22 -0.51 1.46
N 1.75 0.44 2.25
H -3.83 1.27 -0.62
H -2.14 2.67 0.38
H -3.06 -0.77 -1.92
H 0.36 2.36 -0.19
H -0.61 -1.49 -1.77
H 2.08 0.87 -0.96
H 2.65 -1.59 -1.39
H 1.15 -1.97 -1.50
H -0.13 -1.74 1.36
H -0.27 -0.81 2.87
H 1.85 -1.56 0.11
H 2.77 0.67 2.27
H 1.30 0.49 3.13
```

Computed properties:
- HOMO level (spin up / spin down) (eV) = -11.66 / -10.81
- spin multiplicity = 1
- charge = +1
- LUMO (spin up / spin down) (Ha) = -0.113 / -0.159

=====

(4)
Formula: C7H13N4
Source: the OMol25 dataset
Level of theory: ωB97M-V/def2-TZVPD

Geometry as XYZ:
```
24
C7H13N4 ωB97M-V/def2-TZVPD
C -2.37 1.20 -0.14
C -0.42 -2.75 0.69
C -0.60 -1.73 -0.19
C -0.05 0.72 1.07
C 1.10 1.58 -0.54
C -0.19 0.71 -0.40
C -1.41 1.01 -1.16
N -3.07 1.45 0.72
N 1.67 -1.23 -0.58
N 0.29 -1.11 -1.00
N 1.22 1.41 1.04
H -1.21 -2.89 1.41
H 0.39 -3.34 0.75
H -1.62 -1.27 -0.22
H -0.81 1.36 1.49
H -0.03 -0.36 1.33
H 1.85 0.91 -1.08
H 1.01 2.58 -0.90
H -1.73 0.19 -1.84
H -1.33 1.94 -1.83
H 2.19 -1.41 -1.38
H 1.81 -2.11 -0.03
H 1.26 2.35 1.49
H 2.06 0.80 1.31
```

Computed properties:
- HOMO level (eV) = -12.33
- spin multiplicity = 1
- charge = +1
- LUMO (Ha) = -0.126

=====

(5)
Formula: C7H13N5O
Source: the OMol25 dataset
Level of theory: ωB97M-V/def2-TZVPD

Geometry as XYZ:
```
26
C7H13N5O ωB97M-V/def2-TZVPD
C -24.28 -3.22 -0.77
O -23.60 -4.03 -1.24
N -24.90 -2.32 -1.46
N -24.78 -3.30 0.49
H -25.51 -1.65 -1.02
H -24.86 -2.41 -2.47
H -24.43 -4.14 0.94
H -25.53 -2.72 0.82
C -21.25 0.42 -6.70
C -22.16 -0.58 -7.25
N -22.88 -1.39 -7.60
H -20.21 0.13 -6.54
H -21.61 0.80 -5.75
H -21.08 1.26 -7.38
C -15.49 1.11 -9.36
C -15.62 -0.04 -10.36
N -15.82 -0.87 -11.13
H -16.38 0.97 -8.74
H -15.37 2.08 -9.83
H -14.63 0.98 -8.71
C -21.32 -7.30 -6.67
C -20.85 -8.49 -7.41
N -20.40 -9.36 -7.99
H -22.20 -7.59 -6.09
H -21.70 -6.52 -7.33
H -20.65 -7.09 -5.84
```

Computed properties:
- HOMO level (eV) = -10.11
- spin multiplicity = 1
- structure (SMILES) = NC(N)=O.CC#N.CC#N.CC#N
- LUMO (Ha) = 0.008

=====

(6)
Formula: C7H13NO
Source: the OMol25 dataset
Level of theory: ωB97M-V/def2-TZVPD

Geometry as XYZ:
```
22
C7H13NO ωB97M-V/def2-TZVPD
C -0.79 -0.15 0.79
C -1.25 0.89 1.80
C -1.34 -1.54 1.09
C 0.78 -0.30 -2.52
C 0.93 -0.30 1.05
C 1.02 0.39 -1.21
N 0.83 1.73 -1.19
C 1.64 -0.30 -0.17
O 1.34 -0.42 2.19
H -1.18 0.16 -0.18
H 0.73 2.22 -2.08
H 1.15 2.23 -0.37
H 2.50 -0.95 -0.31
H -1.03 -2.26 0.32
H -0.98 -1.90 2.05
H -0.95 0.62 2.82
H -2.35 0.98 1.80
H -0.82 1.87 1.59
H -2.44 -1.53 1.12
H 0.73 -1.39 -2.40
H -0.13 0.04 -3.01
H 1.62 -0.07 -3.19
```

Computed properties:
- HOMO level (eV) = -7.74
- spin multiplicity = 1
- structure (SMILES) = C/C(N)=C/C(=O)C(C)C
- LUMO (Ha) = 0.007